{
  "formula": "C37H44BCaFN12O5S2",
  "method": "the ωB97M-V functional and the def2-TZVPD basis",
  "orbital_gap_ha": 0.1710,
  "homo_energy_ev": -6.470,
  "lumo_ev": -1.817,
  "total_energy_ev": -110708.335,
  "de_lowest_kcal_mol": 50.8,
  "spin_multiplicity": 1,
  "species": ["Ca", "C", "C", "N", "C", "C", "C", "O", "O", "C", "O", "C", "C", "C", "F", "C", "C", "C", "N", "C", "C", "N", "C", "C", "H", "H", "H", "H", "H", "H", "H", "H", "H", "H", "H", "H", "H", "H", "H", "H", "H", "H", "B", "N", "C", "C", "C", "N", "N", "C", "C", "C", "N", "H", "H", "H", "H", "H", "H", "H", "H", "N", "C", "C", "C", "C", "C", "C", "S", "O", "O", "N", "C", "S", "C", "C", "N", "H", "H", "H", "H", "H", "H", "H", "H", "N", "C", "N", "C", "C", "C", "C", "C", "H", "H", "H", "H", "H", "H", "H", "H", "H", "H"],
  "xyz": [[-0.386, -0.085, -1.744], [0.817, 2.989, 5.298], [-0.581, 2.509, 4.952], [-0.612, 1.671, 3.757], [-0.838, 2.257, 2.545], [-0.883, 1.625, 1.349], [-0.974, 2.489, 0.108], [-1.498, 3.594, 0.219], [-0.431, 1.981, -0.924], [-0.827, 0.182, 1.365], [-1.057, -0.555, 0.410], [-0.445, -0.436, 2.644], [-0.140, -1.795, 2.645], [0.288, -2.381, 3.801], [0.658, -3.686, 3.786], [0.396, -1.662, 4.992], [0.073, -0.317, 4.997], [-0.329, 0.315, 3.814], [0.835, -2.254, 6.218], [2.031, -1.698, 6.832], [1.788, -1.637, 8.342], [0.735, -2.681, 8.655], [1.044, -3.957, 7.913], [0.787, -3.694, 6.418], [0.799, 3.621, 6.188], [1.235, 3.573, 4.478], [1.495, 2.153, 5.482], [-1.238, 3.357, 4.760], [-1.037, 1.953, 5.772], [-0.978, 3.332, 2.555], [-0.211, -2.358, 1.718], [0.136, 0.236, 5.925], [2.232, -0.700, 6.452], [2.911, -2.316, 6.608], [1.377, -0.683, 8.667], [2.667, -1.878, 8.936], [-0.145, -2.316, 8.279], [0.633, -2.827, 9.658], [0.416, -4.745, 8.320], [2.085, -4.178, 8.137], [-0.198, -4.061, 6.133], [1.533, -4.249, 5.845], [0.773, -3.456, -0.670], [0.491, -3.404, -2.199], [0.926, -4.258, -3.134], [0.469, -3.847, -4.368], [-0.260, -2.690, -4.081], [-0.259, -2.421, -2.779], [1.783, -2.309, -0.239], [2.832, -2.394, 0.586], [3.384, -1.133, 0.743], [2.584, -0.317, -0.063], [1.621, -1.027, -0.647], [1.325, -4.513, -0.420], [-0.276, -3.317, -0.062], [1.528, -5.102, -2.839], [0.635, -4.303, -5.328], [-0.796, -2.036, -4.753], [3.111, -3.354, 0.989], [4.252, -0.850, 1.312], [2.665, 0.736, -0.289], [4.168, -2.626, -7.500], [3.578, -1.636, -6.705], [2.980, -0.526, -7.292], [2.416, 0.469, -6.506], [2.457, 0.365, -5.125], [3.067, -0.740, -4.529], [3.625, -1.729, -5.313], [1.615, 1.507, -4.104], [1.410, 2.700, -4.890], [2.344, 1.567, -2.860], [0.254, 0.785, -3.736], [-0.900, 0.801, -4.478], [-1.151, 1.423, -6.073], [-2.779, 0.883, -6.010], [-3.031, 0.300, -4.816], [-1.974, 0.238, -3.944], [3.786, -2.704, -8.429], [4.253, -3.527, -7.057], [2.953, -0.441, -8.373], [1.953, 1.332, -6.966], [3.084, -0.828, -3.451], [4.084, -2.590, -4.842], [-3.459, 1.039, -6.830], [-3.984, -0.107, -4.511], [-3.491, 0.818, -0.940], [-3.649, 1.772, -1.580], [-3.853, 2.855, -2.308], [-2.742, 3.616, -2.917], [-3.089, 5.109, -2.860], [-3.885, 5.425, -1.598], [-5.269, 4.760, -1.654], [-5.193, 3.429, -2.413], [-2.595, 3.280, -3.945], [-1.842, 3.402, -2.343], [-3.665, 5.399, -3.746], [-2.158, 5.675, -2.892], [-3.993, 6.502, -1.462], [-3.328, 5.038, -0.745], [-5.991, 5.407, -2.161], [-5.643, 4.593, -0.642], [-5.406, 3.575, -3.476], [-5.910, 2.699, -2.041]]
}


{
  "formula": "C35H57BaN2O2P2",
  "method": "the ωB97M-V functional and the def2-TZVPD basis",
  "orbital_gap_ha": 0.1909,
  "homo_energy_ev": -7.953,
  "lumo_ev": -2.759,
  "total_energy_ev": -63560.373,
  "de_lowest_kcal_mol": 33.3,
  "spin_multiplicity": 1,
  "total_charge": 1,
  "species": ["C", "C", "C", "C", "C", "H", "H", "H", "N", "P", "P", "C", "H", "H", "C", "H", "C", "C", "C", "C", "C", "H", "H", "H", "C", "H", "H", "H", "C", "H", "H", "H", "C", "H", "H", "H", "C", "H", "H", "H", "C", "H", "H", "H", "C", "H", "H", "H", "C", "H", "H", "H", "C", "H", "H", "H", "C", "H", "H", "H", "C", "H", "H", "H", "C", "H", "H", "H", "Ba", "C", "O", "N", "C", "C", "C", "C", "C", "H", "C", "H", "C", "H", "H", "H", "C", "C", "O", "C", "C", "H", "H", "H", "H", "H", "H", "H", "H", "H", "H"],
  "xyz": [[1.413, 1.747, -2.149], [1.823, 2.781, -0.072], [1.979, 2.821, -2.827], [2.504, 3.799, -0.751], [2.570, 3.863, -2.115], [1.952, 2.804, -3.894], [2.930, 4.564, -0.114], [3.044, 4.685, -2.639], [1.334, 1.730, -0.820], [1.313, -1.052, -2.077], [0.412, 1.874, 2.199], [0.879, 0.522, -2.955], [-0.221, 0.582, -2.980], [1.224, 0.536, -4.008], [1.576, 2.860, 1.350], [2.137, 3.642, 1.897], [-1.300, 2.691, 2.105], [0.928, 1.263, 3.928], [0.194, -2.496, -2.723], [3.160, -1.246, -2.380], [-2.433, 1.643, 2.226], [-2.533, 1.235, 3.240], [-3.380, 2.138, 1.971], [-2.338, 0.795, 1.533], [-1.402, 3.715, 3.230], [-1.453, 3.253, 4.222], [-0.555, 4.410, 3.211], [-2.318, 4.301, 3.096], [-1.369, 3.422, 0.752], [-2.398, 3.754, 0.549], [-0.709, 4.298, 0.753], [-1.060, 2.771, -0.070], [-0.253, 0.572, 4.631], [-0.648, -0.283, 4.058], [0.071, 0.166, 5.599], [-1.098, 1.237, 4.832], [2.085, 0.253, 3.835], [1.772, -0.743, 3.492], [2.909, 0.605, 3.206], [2.497, 0.089, 4.841], [1.420, 2.509, 4.644], [0.661, 3.290, 4.716], [1.739, 2.262, 5.662], [2.280, 2.935, 4.115], [3.607, -2.606, -1.812], [4.702, -2.684, -1.849], [3.321, -2.731, -0.761], [3.203, -3.451, -2.381], [3.919, -0.124, -1.644], [3.720, 0.856, -2.089], [3.638, -0.064, -0.586], [5.004, -0.315, -1.700], [3.474, -1.121, -3.862], [4.556, -1.228, -4.015], [2.970, -1.880, -4.463], [3.179, -0.139, -4.246], [-1.282, -2.065, -2.691], [-1.480, -1.188, -3.318], [-1.915, -2.890, -3.054], [-1.634, -1.824, -1.682], [0.358, -3.695, -1.774], [0.107, -3.455, -0.732], [-0.331, -4.495, -2.078], [1.368, -4.119, -1.772], [0.586, -2.865, -4.148], [0.567, -1.994, -4.812], [1.576, -3.330, -4.207], [-0.125, -3.595, -4.556], [0.306, -0.631, 0.704], [3.020, -1.127, 1.185], [3.817, -1.823, 1.636], [-1.499, 0.418, -0.714], [-2.425, 0.887, -1.278], [-3.582, 1.353, -1.895], [-4.659, 0.470, -2.110], [-3.644, 2.707, -2.281], [-5.806, 0.937, -2.732], [-4.536, -0.562, -1.768], [-4.787, 3.184, -2.900], [-2.763, 3.320, -2.072], [-5.858, 2.294, -3.124], [-6.650, 0.242, -2.909], [-4.825, 4.248, -3.207], [-6.753, 2.665, -3.616], [-0.109, -3.426, 3.927], [0.372, -3.372, 2.500], [-0.578, -2.623, 1.719], [-1.916, -3.018, 1.397], [-1.973, -4.499, 1.157], [-0.162, -2.429, 4.389], [0.575, -4.054, 4.503], [-1.113, -3.875, 3.942], [1.334, -2.829, 2.411], [0.508, -4.357, 2.033], [-2.556, -2.661, 2.214], [-2.199, -2.451, 0.489], [-1.697, -5.018, 2.085], [-2.990, -4.760, 0.872], [-1.278, -4.804, 0.360]]
}


{
  "formula": "C28H40NO2Tm",
  "method": "the ωB97M-V functional and the def2-TZVPD basis",
  "orbital_gap_ha": [0.2458, 0.2460],
  "homo_energy_ev": [-6.644, -6.648],
  "lumo_ev": [0.045, 0.046],
  "s2": 2.003,
  "total_energy_ev": -64795.726,
  "de_lowest_kcal_mol": 0.0,
  "spin_multiplicity": 3,
  "species": ["O", "C", "C", "H", "H", "C", "H", "H", "C", "H", "H", "H", "C", "H", "H", "H", "Tm", "C", "C", "C", "H", "C", "C", "H", "H", "H", "H", "C", "C", "C", "H", "C", "C", "H", "H", "H", "H", "O", "C", "C", "H", "H", "C", "H", "H", "C", "H", "H", "H", "H", "C", "N", "C", "C", "C", "C", "C", "C", "C", "C", "H", "H", "H", "H", "H", "H", "H", "H", "H", "H", "H", "H"],
  "xyz": [[-0.278, 2.732, -3.311], [0.907, 3.453, -3.763], [0.158, 4.789, -3.860], [1.275, 3.066, -4.717], [1.684, 3.425, -2.992], [-1.037, 3.975, -3.265], [0.009, 5.121, -4.888], [0.547, 5.575, -3.204], [-2.279, 3.871, -4.139], [-2.047, 3.417, -5.113], [-2.711, 4.868, -4.296], [-3.031, 3.259, -3.616], [-1.379, 4.368, -1.843], [-0.471, 4.488, -1.237], [-2.021, 3.619, -1.365], [-1.918, 5.319, -1.862], [-0.236, -0.937, 0.100], [0.880, 1.566, 1.876], [1.850, 0.662, 1.329], [2.396, 1.283, 0.151], [2.216, -0.256, 1.790], [1.772, 2.546, -0.006], [0.828, 2.715, 1.045], [0.220, 3.605, 1.216], [0.339, 1.424, 2.814], [3.200, 0.872, -0.458], [2.020, 3.294, -0.759], [-2.036, -0.202, 1.704], [-1.943, 0.762, 0.656], [-2.305, 0.129, -0.567], [-1.750, 1.833, 0.758], [-2.611, -1.244, -0.285], [-2.454, -1.442, 1.117], [-2.702, -2.352, 1.666], [-1.939, 0.000, 2.769], [-2.446, 0.654, -1.511], [-3.017, -1.965, -1.001], [-0.066, -1.408, -1.897], [-0.646, -0.647, -3.058], [0.013, -1.150, -4.332], [-0.406, 0.412, -2.888], [-1.731, -0.813, -3.075], [1.146, -2.079, -3.902], [0.410, -0.292, -4.878], [-0.731, -1.645, -4.967], [0.973, -2.386, -2.415], [2.098, -1.552, -4.044], [1.185, -3.001, -4.478], [1.885, -2.208, -1.824], [0.570, -3.390, -2.228], [0.177, -0.964, 6.190], [0.132, -1.827, 5.024], [-1.093, -2.575, 4.884], [0.739, -1.322, 3.796], [1.186, -2.437, 2.876], [2.114, -3.339, 3.432], [2.478, -4.487, 2.729], [1.878, -4.766, 1.502], [0.992, -3.821, 0.933], [0.769, -2.612, 1.559], [-0.574, -0.149, 6.174], [1.176, -0.517, 6.273], [-0.019, -1.571, 7.087], [-1.967, -1.935, 4.637], [-0.978, -3.336, 4.101], [-1.309, -3.066, 5.845], [0.044, -0.619, 3.292], [1.608, -0.724, 4.123], [2.498, -3.123, 4.431], [3.206, -5.165, 3.175], [2.083, -5.710, 0.990], [0.475, -4.066, -0.003]]
}